No. 1
Computed, not measured: a structure of composition C34H47N6O2PPbS4Sb2 in a non-equilibrium geometry, with ωB97M-V/def2-TZVPD.

Computed properties:
**E_tot**: -120012.5856 eV
**2S+1**: 1
**Charge**: -2

```
97
Properties=species:S:1:pos:R:3:lowdin_charge:R:1
Pb 0.07870 1.09748 -1.82723 0.75
N 1.34130 -0.08394 1.23545 0.11
C 0.16252 0.16033 1.84048 -0.52
N 0.11659 0.25752 3.17804 0.16
C -1.11178 0.46787 3.66156 -0.48
N -1.23206 0.53356 5.02690 0.12
N -2.24301 0.59351 2.95495 0.16
C -2.04968 0.47451 1.63701 -0.30
N -0.90008 0.25643 1.04154 0.10
C -3.21712 0.56787 0.70554 -0.24
C -4.53550 0.47338 1.12064 -0.02
C -5.52803 0.53770 0.14905 -0.08
C -5.15414 0.70585 -1.17915 -0.06
C -3.79676 0.80383 -1.48219 -0.12
N -2.85631 0.72456 -0.54716 0.09
H 2.16485 -0.07228 1.80768 0.12
H 1.41688 0.07594 0.23775 -0.21
H -0.37835 0.73576 5.51777 0.08
H -2.06954 0.97876 5.35961 0.08
H -4.75645 0.34965 2.16956 0.10
H -6.57273 0.46228 0.42653 0.10
H -5.88583 0.76648 -1.97359 0.10
H -3.45544 0.94183 -2.50396 0.05
S 0.13990 2.06896 -7.11695 -0.33
Sb -0.63748 2.36363 -5.00308 -0.23
S 1.08368 2.89299 -3.38798 -0.11
S -1.18146 0.24697 -3.96329 -0.17
S -2.38185 3.81349 -4.72570 -0.34
O 4.47151 1.04142 -0.49702 0.00
C 3.32162 1.23893 -0.09293 -0.66
O 2.31352 0.48826 -0.24667 -0.21
C 3.13823 2.51654 0.75453 -0.24
P 1.40618 3.10657 0.98513 1.08
C 1.17184 4.37272 -0.31526 -0.45
C 2.18274 5.00150 -1.03548 -0.14
C 1.87021 5.90793 -2.04017 -0.12
C 0.54623 6.18512 -2.34579 -0.11
C -0.47094 5.57296 -1.62790 -0.10
C -0.15597 4.67519 -0.61926 -0.15
C 1.68246 4.19283 2.46786 -0.34
C 1.74348 3.56362 3.71519 -0.12
C 1.89794 4.29063 4.88672 -0.11
C 1.98710 5.67685 4.83883 -0.12
C 1.92025 6.31737 3.60977 -0.10
C 1.76998 5.58324 2.43717 -0.08
H 3.78865 3.28196 0.33862 0.07
H 3.51977 2.28666 1.75253 0.09
H 3.22133 4.76337 -0.84444 0.10
H 2.66595 6.36849 -2.61294 0.10
H 0.30383 6.84880 -3.16686 0.10
H -1.50516 5.76202 -1.88628 0.09
H -0.94796 4.17009 -0.07668 0.10
H 1.64877 2.48217 3.76930 0.08
H 1.93866 3.77513 5.83975 0.09
H 2.09702 6.25084 5.75138 0.09
H 1.98552 7.39836 3.55972 0.09
H 1.72222 6.10056 1.48662 0.10
C -1.96167 -3.16097 -2.95358 -0.15
C -1.80575 -3.73371 -1.54789 -0.70
C -3.00083 -3.28537 -0.70031 -0.14
C -1.80523 -5.25690 -1.63367 -0.12
Sb -0.03527 -2.70845 -0.63703 1.62
C 1.60317 -3.26854 -2.03486 -0.70
C 2.94445 -3.01544 -1.34382 -0.13
C 1.54523 -4.70043 -2.55863 -0.13
C 1.48835 -2.28458 -3.20087 -0.15
C 0.34018 -3.98975 1.18021 -0.69
C 1.72933 -3.62661 1.71368 -0.14
C -0.70604 -3.55403 2.20626 -0.14
C 0.26920 -5.50617 1.01175 -0.12
H -2.93895 -3.45583 -3.36360 0.08
H -1.19365 -3.53541 -3.63396 0.06
H -1.91653 -2.06964 -2.97312 -0.01
H -3.93569 -3.63349 -1.16364 0.08
H -3.05276 -2.19386 -0.62223 0.06
H -2.96200 -3.69414 0.31038 0.05
H -2.69553 -5.57566 -2.19624 0.08
H -1.85926 -5.72374 -0.65530 0.05
H -0.93070 -5.64935 -2.15146 0.05
H 3.17590 -3.77932 -0.60260 0.05
H 2.97946 -2.03026 -0.86551 0.07
H 3.74070 -3.03811 -2.09983 0.09
H 1.47018 -5.43662 -1.75768 0.05
H 2.46349 -4.91785 -3.12275 0.08
H 0.70174 -4.84243 -3.23757 0.06
H 1.66541 -1.25939 -2.86695 0.04
H 0.51889 -2.30110 -3.69834 0.03
H 2.25736 -2.51392 -3.95066 0.09
H 1.92254 -2.55000 1.67901 0.05
H 2.51502 -4.12930 1.15488 0.05
H 1.81150 -3.95001 2.76182 0.08
H -0.64561 -2.48357 2.41093 0.06
H -0.54034 -4.08465 3.15581 0.08
H -1.72208 -3.77246 1.87708 0.05
H 0.81636 -5.85889 0.13796 0.05
H -0.75646 -5.85576 0.93039 0.05
H 0.71016 -5.98928 1.89674 0.08
```



No. 2
Computed, not measured: an isolated molecule of C5H7NOS in a non-equilibrium geometry, with ωB97M-V/def2-TZVPD.

Computed properties:
**E_tot**: -19668.5535 eV
**2S+1**: 1

```
15
Properties=species:S:1:pos:R:3:lowdin_charge:R:1
C 1.69559 1.06215 -0.58129 -0.18
N 0.95410 1.28130 -1.60662 -0.29
S -0.38961 0.26243 -2.00343 0.87
C -1.49580 -0.14883 -0.58481 -0.46
C -0.95683 -0.89592 0.65396 -0.18
C 0.16837 0.01093 1.09365 -0.29
O 1.43304 -0.33915 1.65707 0.04
C 1.34789 -0.10499 0.26170 -0.31
H 2.55726 1.69416 -0.43596 0.11
H -1.94365 0.80400 -0.25330 0.08
H -2.26875 -0.72339 -1.05554 0.06
H -1.76832 -0.97053 1.38549 0.11
H -0.59955 -1.93573 0.40656 0.14
H -0.16023 1.01902 1.37136 0.16
H 1.42650 -1.01545 -0.30884 0.14
```



No. 3
Computed, not measured: an isolated molecule of C3H8N4O in a non-equilibrium geometry, with ωB97M-V/def2-TZVPD.

Computed properties:
**E_tot**: -11243.3366 eV
**2S+1**: 1

```
16
Properties=species:S:1:pos:R:3:lowdin_charge:R:1
H -0.34821 1.66809 -2.51931 0.04
N -0.29832 2.20727 -1.65491 0.08
C 0.14649 1.51587 -0.68286 -0.23
N 1.07420 0.21415 -0.91888 0.09
C 0.50264 -0.77207 -0.18254 -0.42
C 1.01018 -1.95420 0.21121 0.05
N -0.55846 -0.14083 0.57681 -0.33
N -0.35874 0.06527 1.94021 0.10
O -1.88266 -0.16074 0.15374 0.00
H 0.30645 2.00419 0.28104 0.11
H 1.68134 -0.07354 -1.67133 0.12
H 1.86389 -2.38206 -0.29725 0.05
H 0.46228 -2.57991 0.90678 0.05
H -0.83182 0.93558 2.17927 0.09
H -0.81377 -0.69374 2.44404 0.09
H -1.95550 0.14667 -0.76603 0.10
```



No. 4
Computed, not measured: a cluster of 14 separate species, C26H84N24O14 in total in a non-equilibrium geometry, with ωB97M-V/def2-TZVPD.

Computed properties:
**E_tot**: -92754.7781 eV
**2S+1**: 2
**Charge**: -1
**⟨S²⟩**: 0.751

```
148
Properties=species:S:1:pos:R:3:mulliken_spin:R:1
C -5.11341 -3.59065 -2.15757 0.00
C -4.86802 -2.17324 -1.63684 0.00
C -3.82827 -2.26340 -0.46429 0.00
O -4.38871 -2.91015 0.64702 0.00
C -3.61661 -2.80034 1.88643 0.00
N -4.29453 -1.40092 -2.73666 0.00
H -5.59597 -4.06964 -1.30563 0.00
H -4.22497 -4.17929 -2.38623 0.00
H -5.77033 -3.72984 -3.01617 0.00
H -5.83176 -1.79874 -1.29180 0.00
H -3.45777 -1.24935 -0.31415 0.00
H -2.86195 -2.71037 -0.69782 0.00
H -3.48606 -1.74469 2.12449 0.00
H -2.60679 -3.14589 1.66517 0.00
H -4.21992 -3.34442 2.61313 0.00
H -3.37636 -1.75040 -2.97105 0.00
H -4.11999 -0.43674 -2.49174 0.00
C -3.89122 1.96887 -1.93834 0.00
C -3.39106 3.37489 -1.89247 0.01
C -4.39933 4.36188 -1.30094 0.00
O -5.54387 4.22545 -2.05490 0.00
C -6.70587 4.88652 -1.50258 0.00
N -2.19062 3.59042 -1.10025 -0.01
H -4.14416 1.61999 -0.93714 0.00
H -3.15452 1.33254 -2.42872 0.00
H -4.80160 1.79930 -2.51328 0.00
H -3.18699 3.61539 -2.93584 0.01
H -3.86773 5.31149 -1.36214 0.00
H -4.68290 4.14343 -0.27139 0.00
H -6.59297 5.91125 -1.85655 0.00
H -6.85553 5.00227 -0.42913 0.00
H -7.59446 4.49858 -2.00057 0.00
H -2.37233 3.41385 -0.12254 0.00
H -2.02083 4.58368 -1.16874 0.00
C 2.37987 3.09445 -4.51731 0.04
C 3.31377 1.96721 -4.10715 -0.46
C 3.87759 1.02464 -5.20439 0.15
O 5.02947 0.30880 -4.74898 -0.45
C 5.30216 -0.74697 -5.68883 0.44
N 4.48345 2.44680 -3.40888 -0.01
H 1.55975 2.88349 -5.20360 0.02
H 3.12256 3.81938 -4.85046 -0.01
H 1.93715 3.66638 -3.70184 0.00
H 2.76317 1.29356 -3.45054 0.28
H 4.31793 1.59193 -6.02438 0.05
H 3.12737 0.48595 -5.78326 0.02
H 5.82231 -0.26138 -6.51452 -0.06
H 4.46007 -1.40390 -5.90661 0.06
H 6.02012 -1.41925 -5.21908 -0.04
H 4.97705 3.02731 -4.07181 -0.06
H 5.01865 1.59342 -3.48235 0.16
C 0.33264 0.10761 -1.73531 -0.18
C -0.34626 0.65423 -0.51238 0.00
C -0.18097 -0.25000 0.74552 -0.46
O -1.03863 0.19483 1.69808 0.16
C -0.71401 -0.27327 3.02685 0.08
N 0.16516 1.92890 -0.18535 0.00
H 1.36339 -0.18788 -1.53951 0.18
H 0.23268 0.92739 -2.44670 -0.01
H -0.11746 -0.71141 -2.29630 0.00
H -1.41927 0.76651 -0.66778 0.01
H 0.85837 -0.28996 1.07152 0.19
H -0.66387 -1.18056 0.44725 -0.03
H -0.17860 -1.22038 3.09334 -0.01
H -1.63923 -0.23841 3.60205 0.00
H -0.10574 0.47201 3.53935 0.00
H -0.03297 2.04819 0.79781 0.00
H -0.45578 2.55257 -0.68089 0.01
C 0.74077 -4.06207 3.06291 0.02
O -0.08751 -4.93696 3.03117 0.00
N 1.60977 -3.84059 2.12231 -0.07
N 0.72842 -3.21933 4.04646 -0.01
H 2.23500 -3.07268 2.32105 0.04
H 1.50379 -4.32924 1.24476 -0.04
H 0.01230 -3.20953 4.75862 0.00
H 1.57651 -2.68421 4.16690 0.02
C 3.91488 2.82529 0.31421 1.04
O 3.70580 2.65954 1.47535 -0.43
N 5.02644 3.29809 -0.23070 0.12
N 3.15637 2.24698 -0.58639 -0.61
H 5.08214 3.24427 -1.23773 -0.07
H 5.71190 3.71345 0.38389 -0.11
H 2.17490 2.07862 -0.41766 0.03
H 3.50577 2.35411 -1.52796 -0.02
C 0.46324 4.43343 2.06121 0.01
O -0.55610 4.80848 2.64323 0.00
N 0.73034 4.68889 0.82405 0.01
N 1.31089 3.57497 2.55460 0.00
H 0.07917 5.29770 0.34924 -0.01
H 1.57862 4.34342 0.39841 0.03
H 2.08623 3.20474 2.02368 0.00
H 1.12984 3.23349 3.48772 -0.01
C -1.95212 -1.63234 6.00613 0.00
O -1.46794 -2.68980 5.71397 0.00
N -3.18806 -1.43508 6.11457 0.00
N -1.30412 -0.53432 6.21593 0.00
H -3.63815 -0.62599 6.51817 0.00
H -3.86553 -2.13528 5.84841 0.00
H -1.70042 0.30203 6.62035 0.00
H -0.32432 -0.45749 5.98316 0.00
C 2.30113 1.37311 5.97510 0.03
O 1.42371 1.48719 5.14093 0.00
N 3.32816 0.59927 5.91494 0.01
N 2.30750 1.87452 7.21105 0.00
H 3.06504 -0.26316 5.45988 0.00
H 3.89508 0.57747 6.75054 0.00
H 1.44414 2.31589 7.49375 0.00
H 2.91798 1.39687 7.85856 0.00
C 0.03178 -2.76685 -5.11070 0.15
O -0.92795 -2.76608 -5.89231 -0.01
N 0.70991 -1.73166 -4.89621 -0.13
N 0.50210 -3.77577 -4.46215 -0.19
H 0.46985 -0.88190 -5.38648 -0.01
H 1.43999 -1.88502 -4.21534 0.00
H 1.44365 -3.77605 -4.09665 0.00
H 0.08243 -4.64909 -4.74727 0.00
C -3.37356 2.31767 2.45014 0.00
O -4.08004 3.05486 3.15128 0.00
N -3.72346 1.03862 2.23401 0.00
N -2.31020 2.69321 1.80548 0.00
H -3.03974 0.41961 1.82237 0.00
H -4.44287 0.63368 2.81588 0.00
H -2.04651 3.64534 2.01526 0.00
H -1.60136 2.00602 1.59239 0.00
C 3.11831 -0.58534 2.83100 0.24
O 2.60132 -1.41864 3.65062 -0.12
N 4.08186 -0.71132 2.03516 0.70
N 2.59980 0.56811 2.61554 -0.12
H 4.30489 -0.02164 1.33182 -0.09
H 4.55269 -1.59860 1.92946 -0.25
H 3.10737 1.22097 2.03568 0.01
H 1.94309 0.92275 3.29603 -0.04
C 3.48738 -3.52436 -1.70854 5.47
O 2.75068 -3.10687 -2.60012 -1.87
N 4.00538 -2.71839 -0.85250 -1.80
N 3.85020 -4.73204 -1.52015 -0.88
H 3.57631 -1.80501 -0.81075 0.26
H 5.00636 -2.78294 -0.73432 -0.28
H 4.27594 -4.92578 -0.62500 -0.07
H 3.50971 -5.39678 -2.20007 0.03
C -0.05049 -4.94657 -1.26004 -0.02
O 0.67789 -5.32950 -0.33384 -0.04
N -0.39840 -3.67199 -1.56148 -0.04
N -0.72166 -5.80015 -2.03562 0.00
H 0.08947 -2.94717 -1.05480 0.00
H -0.92189 -3.70278 -2.42468 0.01
H -0.65380 -6.80499 -1.95950 0.00
H -1.10319 -5.57451 -2.94316 0.00
```